{
  "formula": "C10H34BF4O12",
  "method": "wB97M-V/def2-TZVPD",
  "species": ["B", "F", "F", "F", "F", "O", "H", "H", "O", "H", "H", "C", "C", "O", "O", "H", "H", "H", "H", "H", "H", "C", "C", "O", "O", "H", "H", "H", "H", "H", "H", "C", "C", "O", "O", "H", "H", "H", "H", "H", "H", "C", "C", "O", "O", "H", "H", "H", "H", "H", "H", "C", "C", "O", "O", "H", "H", "H", "H", "H", "H"],
  "xyz": [[8.199, 15.726, -14.945], [8.518, 16.396, -16.061], [7.088, 16.280, -14.302], [7.879, 14.424, -15.287], [9.276, 15.821, -14.035], [4.434, 15.159, -16.947], [4.722, 15.268, -16.041], [5.246, 15.109, -17.452], [5.987, 12.483, -12.217], [5.800, 11.685, -12.711], [6.459, 13.042, -12.835], [7.011, 21.180, -21.352], [5.896, 20.317, -20.673], [5.475, 21.061, -19.525], [6.514, 22.396, -21.772], [7.503, 20.706, -22.201], [7.735, 21.291, -20.545], [6.277, 19.383, -20.260], [5.068, 20.056, -21.332], [4.520, 21.064, -19.423], [6.177, 22.857, -21.000], [10.925, 13.256, -9.115], [11.912, 12.252, -9.793], [12.962, 11.838, -8.930], [11.158, 14.532, -9.723], [11.223, 13.246, -8.067], [9.886, 12.945, -9.222], [12.155, 12.372, -10.849], [11.306, 11.376, -10.023], [13.423, 12.602, -8.576], [10.952, 14.579, -10.659], [10.664, 20.761, -13.638], [9.388, 21.253, -13.071], [8.266, 20.900, -13.770], [11.241, 21.628, -14.651], [10.516, 19.750, -14.017], [11.256, 20.528, -12.752], [9.405, 22.325, -12.876], [9.206, 20.809, -12.093], [8.506, 20.021, -14.073], [11.056, 21.404, -15.566], [4.159, 8.074, -18.617], [4.250, 9.125, -17.512], [4.887, 8.552, -16.459], [5.478, 7.838, -19.094], [3.605, 8.681, -19.334], [3.551, 7.209, -18.352], [3.307, 9.457, -17.077], [4.815, 10.043, -17.672], [5.693, 8.162, -16.806], [5.595, 6.932, -19.390], [15.946, 14.934, -13.826], [15.217, 16.247, -14.197], [15.850, 16.988, -15.162], [15.631, 13.961, -14.827], [15.458, 14.644, -12.895], [17.016, 15.059, -13.659], [14.967, 16.820, -13.304], [14.218, 16.034, -14.575], [15.587, 16.702, -16.040], [14.701, 13.721, -14.829]],
  "homo_lumo_gap_ev": 9.8416,
  "e_above_lowest_kj_mol": 229.1,
  "e_lumo_ev": 2.06,
  "homo_ev": -7.78,
  "e_tot_ev": -47041.7322,
  "total_charge": -1,
  "fmax_ev_per_a": 3.45
}